No. 1
# C20H32AlBr6ClCsF4N3O7S3

A structure of composition C20H32AlBr6ClCsF4N3O7S3 (wB97M-V/def2-TZVPD, the Open Molecules 2025 dataset).

Results
HOMO = -12.561 eV
total charge = +2
largest force on an atom = 6.60 eV/Å
gap between HOMO and LUMO = 2.64 eV
spin multiplicity = 1
E_tot = -19232.170593 Ha
lowest unoccupied orbital energy = -9.924 eV

Cartesian coordinates (Å):
C 4.98 -0.72 -0.71
C 4.46 0.07 0.52
S 4.06 1.78 0.16
C 2.31 2.04 -0.35
C 1.80 1.23 -1.58
C 1.17 2.08 -2.59
N 0.75 2.75 -3.42
C 0.70 0.17 -1.17
C -0.70 0.77 -0.94
C 0.59 -0.93 -2.39
N 0.82 -1.72 -3.20
H 4.22 -0.78 -1.49
H 5.20 -1.72 -0.32
H 5.90 -0.23 -1.08
H 3.68 -0.48 1.03
H 5.31 0.10 1.22
H 2.26 3.10 -0.63
H 1.62 1.94 0.48
H 2.58 0.68 -2.11
H 1.01 -0.36 -0.21
H -1.35 0.00 -0.54
H -1.18 1.12 -1.85
H -0.71 1.58 -0.21
Cs 1.27 -2.35 -0.29
Cl 4.30 -2.10 2.90
F 3.25 1.95 1.91
Al 6.37 0.87 -2.83
C 3.34 4.06 5.29
C 3.18 2.61 5.32
N 3.04 1.47 5.35
H 4.40 4.33 5.23
H 2.84 4.49 4.43
H 2.93 4.52 6.18
C -3.47 2.00 2.53
Br -2.56 3.28 3.63
Br -3.55 2.57 0.69
Br -2.70 0.24 2.69
H -4.49 1.93 2.89
C -4.33 -2.45 -2.32
Br -4.00 -4.16 -3.12
Br -5.79 -2.49 -1.08
Br -2.70 -1.77 -1.49
H -4.59 -1.76 -3.10
C 1.55 6.47 -2.26
C 0.14 6.75 -1.79
O 0.06 6.70 -0.35
C 0.47 7.79 0.29
O 0.89 8.79 -0.21
C 0.28 7.60 1.80
F 0.73 6.40 2.20
F -1.01 7.68 2.13
F 0.94 8.52 2.49
H 1.91 5.53 -1.85
H 1.59 6.42 -3.35
H 2.24 7.25 -1.92
H -0.53 5.97 -2.15
H -0.23 7.70 -2.17
C -5.19 -3.52 2.67
S -3.52 -4.19 2.65
O -3.19 -4.52 1.24
C -3.92 -5.72 3.49
H -5.18 -2.56 2.16
H -5.86 -4.21 2.15
H -5.51 -3.38 3.70
H -4.68 -6.27 2.92
H -4.29 -5.51 4.49
H -3.01 -6.32 3.55
C -1.61 -6.85 -3.84
C -1.88 -7.48 -2.49
O -0.98 -8.60 -2.44
S 0.36 -8.24 -3.23
O 1.34 -7.79 -2.31
O 0.62 -9.27 -4.16
O -0.20 -6.95 -4.01
H -2.10 -7.40 -4.64
H -1.91 -5.81 -3.87
H -2.91 -7.82 -2.38
H -1.63 -6.80 -1.67

No. 2
# C20H32BrCl18NO

A cluster of 7 separate species, C20H32BrCl18NO in total (wB97M-V/def2-TZVPD, the Open Molecules 2025 dataset).

Results
HOMO = -9.927 eV
total charge = 0
largest force on an atom = 2.19 eV/Å
gap between HOMO and LUMO = 10.25 eV
spin multiplicity = 1
E_tot = -11768.695041 Ha
SMILES string = CCCCCCCCCC[C@H]1CNC(=O)[C@@H]1Br.ClC(Cl)Cl.ClC(Cl)Cl.ClC(Cl)Cl.ClC(Cl)Cl.ClC(Cl)Cl.ClC(Cl)Cl
lowest unoccupied orbital energy = 0.322 eV

Cartesian coordinates (Å):
C 2.64 0.18 1.65
C 3.83 0.18 0.69
C 4.09 1.54 0.02
C 2.90 2.08 -0.80
C 2.28 3.38 -0.28
C 1.49 3.22 1.02
C 0.31 4.17 1.13
C -0.48 4.00 2.44
C -1.97 3.67 2.25
C -2.29 2.16 2.41
C -2.78 1.49 1.15
C -1.92 1.54 -0.12
N -2.65 0.70 -1.09
C -3.24 -0.32 -0.31
O -3.92 -1.22 -0.75
C -2.94 -0.04 1.17
Br -4.27 -0.75 2.34
H 2.51 -0.80 2.10
H 2.77 0.92 2.44
H 1.71 0.40 1.12
H 3.66 -0.57 -0.09
H 4.73 -0.13 1.23
H 4.38 2.27 0.78
H 4.96 1.43 -0.63
H 2.13 1.31 -0.88
H 3.24 2.27 -1.83
H 3.09 4.11 -0.14
H 1.63 3.79 -1.06
H 2.15 3.39 1.88
H 1.12 2.19 1.11
H -0.35 4.02 0.27
H 0.67 5.20 1.05
H -0.38 4.90 3.05
H -0.02 3.19 3.02
H -2.57 4.23 2.96
H -2.29 4.01 1.26
H -1.41 1.63 2.79
H -3.08 2.04 3.16
H -3.78 1.87 0.89
H -0.99 1.00 0.10
H -1.64 2.52 -0.51
H -3.42 1.20 -1.52
H -1.99 -0.52 1.45
Cl -1.41 -2.14 2.31
C -0.36 -2.90 1.11
Cl -0.19 -1.87 -0.32
Cl 1.22 -3.27 1.80
H -0.82 -3.82 0.80
Cl -7.84 -0.77 -1.99
C -6.65 0.17 -1.10
Cl -5.76 1.24 -2.20
Cl -7.41 1.12 0.18
H -5.94 -0.51 -0.66
Cl 4.78 -6.32 1.34
C 3.98 -6.33 2.92
Cl 3.87 -4.70 3.58
Cl 2.39 -7.09 2.81
H 4.59 -6.92 3.59
Cl 8.00 -7.46 3.99
C 8.24 -6.25 2.73
Cl 8.39 -4.63 3.42
Cl 9.63 -6.64 1.72
H 7.36 -6.26 2.10
Cl -4.53 2.39 -5.23
C -5.68 1.15 -5.73
Cl -6.59 1.67 -7.15
Cl -4.87 -0.38 -6.02
H -6.39 1.01 -4.92
Cl -0.06 -3.47 -7.12
C -1.40 -2.38 -7.47
Cl -2.93 -3.08 -6.93
Cl -1.14 -0.80 -6.74
H -1.46 -2.25 -8.54

No. 3
# C20H32Cl8O12

A cluster of 8 separate species, C20H32Cl8O12 in total (wB97M-V/def2-TZVPD, the Open Molecules 2025 dataset).

Results
HOMO = -10.361 eV
total charge = 0
largest force on an atom = 1.79 eV/Å
gap between HOMO and LUMO = 10.53 eV
spin multiplicity = 1
E_tot = -5365.761327 Ha
SMILES string = O=C1OCCO1.O=C1OCCO1.O=C1OCCO1.O=C1OCCO1.ClCCCl.ClCCCl.ClCCCl.ClCCCl
lowest unoccupied orbital energy = 0.170 eV

Cartesian coordinates (Å):
O 3.48 -2.68 2.28
C 2.34 -3.01 2.32
O 1.49 -2.71 3.32
C 0.23 -3.35 3.11
C 0.34 -3.93 1.70
O 1.74 -3.80 1.41
H 0.18 -4.17 3.83
H -0.60 -2.65 3.22
H -0.16 -3.34 0.92
H 0.01 -4.95 1.57
O -1.55 -0.98 -3.28
C -2.16 -0.26 -3.99
O -2.53 -0.56 -5.25
C -3.05 0.59 -5.91
C -3.28 1.58 -4.74
O -2.47 1.02 -3.70
H -2.30 1.00 -6.58
H -3.98 0.35 -6.41
H -4.32 1.56 -4.41
H -2.94 2.59 -4.96
O -1.62 1.50 3.01
C -1.14 1.00 2.05
O -1.67 1.07 0.82
C -0.96 0.18 -0.07
C 0.32 -0.11 0.72
O -0.06 0.21 2.08
H -1.60 -0.67 -0.28
H -0.73 0.71 -1.00
H 1.11 0.60 0.49
H 0.73 -1.11 0.61
O 1.43 2.60 -1.89
C 1.50 3.06 -0.81
O 0.51 3.17 0.08
C 1.01 3.67 1.33
C 2.36 4.26 0.91
O 2.66 3.58 -0.30
H 0.32 4.39 1.77
H 1.09 2.84 2.03
H 3.14 4.10 1.65
H 2.27 5.34 0.73
Cl -6.04 -0.41 -0.53
C -4.88 0.96 -0.54
C -4.83 1.67 0.79
Cl -6.45 2.30 1.24
H -5.15 1.61 -1.37
H -3.93 0.48 -0.75
H -4.20 2.55 0.73
H -4.51 1.03 1.60
Cl 1.95 -4.75 -2.15
C 0.89 -3.35 -2.47
C 1.39 -2.53 -3.63
Cl 1.27 -3.42 -5.17
H 0.89 -2.77 -1.55
H -0.14 -3.68 -2.59
H 2.44 -2.30 -3.46
H 0.84 -1.60 -3.74
Cl 5.39 -0.98 -3.22
C 5.41 -0.24 -1.61
C 4.32 -0.77 -0.71
Cl 2.69 -0.45 -1.35
H 5.17 0.81 -1.79
H 6.37 -0.38 -1.13
H 4.40 -0.28 0.27
H 4.40 -1.84 -0.50
Cl 1.75 1.76 6.58
C 0.83 0.91 5.35
C -0.57 0.55 5.76
Cl -0.58 -0.61 7.16
H 1.34 0.09 4.86
H 0.67 1.60 4.52
H -1.03 -0.01 4.95
H -1.23 1.35 6.08

No. 4
# C20H32ClN3O2S

The molecule C20H32ClN3O2S (wB97M-V/def2-TZVPD, the Open Molecules 2025 dataset).

Results
HOMO = -9.006 eV
total charge = 0
largest force on an atom = 0.04 eV/Å
gap between HOMO and LUMO = 9.42 eV
spin multiplicity = 1
E_tot = -1954.401261 Ha
SMILES string = CCCCCCNC(=O)[C@H](c1cc(C)cc(Cl)c1)N1CCC[S@@](=N)(=O)CC1
lowest unoccupied orbital energy = 0.419 eV

Cartesian coordinates (Å):
C -4.10 6.24 -1.88
C -2.62 6.04 -2.17
C -2.17 4.60 -1.94
C -0.68 4.41 -2.21
C -0.21 2.96 -2.14
C -0.45 2.32 -0.78
N 0.13 0.98 -0.75
C 0.14 0.25 0.39
O -0.19 0.70 1.47
C 0.58 -1.21 0.20
C -0.70 -2.02 0.04
C -1.57 -2.14 1.12
C -2.76 -2.85 1.01
C -3.69 -2.97 2.18
C -3.07 -3.44 -0.21
C -2.20 -3.32 -1.28
Cl -2.60 -4.07 -2.80
C -1.01 -2.62 -1.17
N 1.38 -1.69 1.31
C 1.71 -3.10 1.12
C 2.74 -3.67 2.09
C 4.17 -3.67 1.55
S 4.98 -2.10 1.45
N 5.24 -1.76 2.91
O 6.05 -2.18 0.47
C 3.75 -1.00 0.73
C 2.52 -0.83 1.62
H -4.41 7.27 -2.05
H -4.72 5.60 -2.52
H -4.34 5.99 -0.84
H -2.40 6.32 -3.20
H -2.03 6.71 -1.54
H -2.40 4.32 -0.91
H -2.75 3.93 -2.58
H -0.44 4.80 -3.20
H -0.10 5.01 -1.50
H -0.73 2.37 -2.90
H 0.86 2.91 -2.37
H 0.02 2.91 0.01
H -1.51 2.26 -0.55
H 0.31 0.52 -1.62
H 1.13 -1.28 -0.76
H -1.30 -1.65 2.06
H -4.61 -3.48 1.91
H -3.22 -3.53 2.99
H -3.95 -1.99 2.58
H -3.99 -4.00 -0.33
H -0.34 -2.54 -2.02
H 0.78 -3.67 1.21
H 2.06 -3.29 0.09
H 2.69 -3.16 3.06
H 2.48 -4.71 2.28
H 4.84 -4.25 2.19
H 4.21 -4.08 0.54
H 5.69 -0.86 3.02
H 4.30 -0.07 0.62
H 3.53 -1.37 -0.27
H 2.18 0.20 1.58
H 2.82 -1.00 2.66

No. 5
# C20H32N2O6

The molecule C20H32N2O6 (wB97M-V/def2-TZVPD, the Open Molecules 2025 dataset).

Results
HOMO = -7.724 eV
total charge = 0
largest force on an atom = 1.25 eV/Å
gap between HOMO and LUMO = 8.51 eV
spin multiplicity = 1
E_tot = -1342.193318 Ha
SMILES string = CC(C)OC[C@@H](O)CN1CCN(C[C@H](O)COc2ccc3c(c2)OCO3)CC1
lowest unoccupied orbital energy = 0.782 eV

Cartesian coordinates (Å):
C -7.80 -0.38 2.29
C -8.52 0.28 1.12
C -9.82 -0.45 0.78
O -7.69 0.46 -0.02
C -7.14 -0.69 -0.63
C -5.63 -0.83 -0.35
O -5.18 -2.00 -0.99
C -4.87 0.39 -0.88
N -3.44 0.11 -0.87
C -2.70 0.91 -1.84
C -1.25 0.45 -1.88
N -0.64 0.62 -0.57
C 0.78 0.35 -0.55
C 1.43 1.12 0.61
O 0.96 2.44 0.65
C 2.96 1.16 0.47
O 3.43 -0.17 0.51
C 4.77 -0.38 0.38
C 5.17 -1.72 0.40
C 6.51 -2.09 0.28
C 7.43 -1.08 0.13
C 7.03 0.26 0.11
C 5.72 0.64 0.23
O 8.13 1.06 -0.05
C 9.24 0.18 -0.12
O 8.79 -1.15 -0.01
C -1.38 -0.18 0.40
C -2.84 0.27 0.44
H -6.89 0.17 2.53
H -8.45 -0.37 3.16
H -7.54 -1.41 2.06
H -8.76 1.32 1.39
H -10.51 -0.36 1.61
H -10.27 -0.01 -0.10
H -9.64 -1.51 0.59
H -7.63 -1.61 -0.31
H -7.28 -0.59 -1.71
H -5.48 -0.92 0.73
H -4.24 -1.84 -1.19
H -5.17 0.56 -1.91
H -5.13 1.28 -0.29
H -3.15 0.78 -2.82
H -2.73 1.98 -1.58
H -0.70 1.06 -2.60
H -1.21 -0.60 -2.21
H 1.21 0.74 -1.49
H 1.02 -0.72 -0.48
H 1.20 0.61 1.56
H 0.06 2.40 0.29
H 3.37 1.75 1.29
H 3.21 1.64 -0.49
H 4.41 -2.47 0.52
H 6.81 -3.12 0.30
H 5.45 1.68 0.21
H 9.94 0.41 0.71
H 9.76 0.32 -1.08
H -0.94 -0.05 1.38
H -1.34 -1.25 0.13
H -3.38 -0.34 1.16
H -2.88 1.33 0.77

No. 6
# C20H32N3O6P2Pd

A structure of composition C20H32N3O6P2Pd (wB97M-V/def2-TZVPD, the Open Molecules 2025 dataset).

Results
HOMO (alpha / beta) = -17.991 / -18.442 eV
total charge = +3
largest force on an atom = 1.02 eV/Å
gap between HOMO and LUMO (alpha / beta) = 8.43 / 5.65 eV
spin multiplicity = 5
E_tot = -2206.781323 Ha
lowest unoccupied orbital energy (alpha / beta) = -9.557 / -12.796 eV
⟨S²⟩ = 6.05

Cartesian coordinates (Å):
Pd -1.71 -1.41 0.11
C 5.24 -0.96 -1.99
C 4.67 -0.31 -0.72
C 5.00 1.19 -0.72
C 5.29 -0.97 0.53
C 3.17 -0.55 -0.67
C 2.65 -1.84 -0.73
C 1.26 -2.08 -0.64
N 0.38 -1.11 -0.50
C 0.85 0.18 -0.47
C 2.23 0.47 -0.56
C -0.15 1.19 -0.39
C 0.14 2.56 -0.55
C -0.87 3.53 -0.53
C -2.15 3.04 -0.35
C -2.39 1.65 -0.18
N -1.43 0.75 -0.19
C -0.54 5.00 -0.69
C 0.29 5.20 -1.97
C 0.30 5.42 0.54
C -1.81 5.85 -0.76
H 6.31 -0.75 -2.05
H 4.76 -0.56 -2.89
H 5.12 -2.04 -1.99
H 6.08 1.31 -0.76
H 4.65 1.68 0.19
H 4.58 1.69 -1.59
H 6.37 -0.82 0.51
H 5.11 -2.04 0.56
H 4.90 -0.52 1.45
H 3.31 -2.69 -0.84
H 0.86 -3.08 -0.69
H 2.57 1.50 -0.54
H 1.17 2.88 -0.71
H -3.00 3.71 -0.34
H -3.40 1.28 -0.02
H 1.25 4.68 -1.93
H 0.50 6.26 -2.09
H -0.25 4.86 -2.85
H 1.25 4.88 0.59
H -0.25 5.25 1.47
H 0.53 6.48 0.47
H -2.44 5.57 -1.60
H -1.52 6.89 -0.91
H -2.38 5.81 0.16
N -4.63 -5.35 2.19
C -3.54 -4.40 2.50
C -3.56 -3.72 3.81
P -3.66 -2.95 -0.61
O -5.01 -3.54 -1.12
O -3.79 -2.16 0.67
O -2.79 -2.27 -1.63
P -2.20 -4.35 1.32
O -1.66 -5.81 1.48
O -1.21 -3.25 1.45
O -2.91 -4.36 -0.12
H -5.53 -4.98 2.51
H -4.49 -6.26 2.65
H -4.71 -5.53 1.18
H -4.54 -3.26 4.00
H -2.80 -2.95 3.85
H -3.38 -4.43 4.63
H -5.28 -3.35 -2.03
H -0.82 -6.08 1.11

No. 7
# C20H32N4O6S2SbSe4Ti

A structure of composition C20H32N4O6S2SbSe4Ti (wB97M-V/def2-TZVPD, the Open Molecules 2025 dataset).

Results
HOMO = -3.570 eV
total charge = -1
largest force on an atom = 2.61 eV/Å
gap between HOMO and LUMO = 4.97 eV
spin multiplicity = 1
E_tot = -12943.799069 Ha
lowest unoccupied orbital energy = 1.400 eV

Cartesian coordinates (Å):
Ti 0.42 -0.90 -0.72
O 2.34 -3.17 -3.17
C 1.83 -2.77 -1.98
O 0.55 -2.36 -1.99
C 2.57 -2.61 -0.86
C 3.96 -2.91 -0.64
C 4.52 -2.59 0.54
C 3.75 -1.93 1.58
C 2.44 -1.69 1.35
N 1.80 -2.03 0.18
C 1.51 -0.96 2.29
O 1.91 -0.34 3.26
O 0.29 -1.03 1.85
H 1.64 -3.61 -3.68
H 4.52 -3.36 -1.45
H 5.57 -2.79 0.71
H 4.18 -1.62 2.52
C 1.77 3.86 2.20
C 0.26 4.07 2.01
C -0.34 3.13 0.96
S -0.13 1.40 1.43
O -0.42 0.74 0.06
C -1.63 1.24 2.41
C -2.91 1.11 1.56
C -3.97 2.13 1.95
H 2.18 4.63 2.86
H 2.29 3.93 1.24
H 1.99 2.89 2.64
H 0.07 5.09 1.69
H -0.25 3.94 2.97
H 0.18 3.22 0.01
H -1.40 3.31 0.78
H -1.65 2.13 3.03
H -1.44 0.37 3.04
H -3.30 0.10 1.67
H -2.66 1.21 0.50
H -4.33 1.97 2.97
H -4.83 2.06 1.27
H -3.58 3.15 1.89
Se 2.37 0.29 -5.24
Sb 0.50 -0.80 -4.24
Se -1.28 0.00 -2.50
Se -1.78 2.15 -2.92
Se -0.44 -2.60 -5.50
C 3.94 0.86 -1.47
C 2.48 1.16 -1.18
C 1.98 2.37 -1.94
O 1.70 0.01 -1.52
H 4.55 1.72 -1.20
H 4.06 0.66 -2.54
H 4.28 -0.01 -0.90
H 2.37 1.33 -0.10
H 2.24 2.29 -2.99
H 2.44 3.28 -1.53
H 0.89 2.46 -1.87
C -5.28 -0.93 -1.25
C -5.08 -2.00 -0.17
C -3.63 -2.31 0.03
N -2.68 -1.57 -0.39
N -1.42 -2.04 -0.09
C -1.45 -3.18 0.57
N -0.36 -3.87 0.91
S -3.06 -3.73 0.87
H -6.34 -0.71 -1.36
H -4.89 -1.27 -2.20
H -4.75 -0.01 -0.99
H -5.61 -2.92 -0.44
H -5.51 -1.66 0.78
H 0.52 -3.36 0.80
H -0.43 -4.57 1.63